a | Formula: C2H12N2O3
Source: the Open Molecules 2025 dataset
Level of theory: ωB97M-V with the def2-TZVPD basis set

Values from the calculation:
charge = +1
HOMO-LUMO gap (alpha / beta) = 9.6 / 6.5 eV
LUMO (alpha / beta) = -4.391 / -7.510 eV
highest occupied orbital energy (alpha / beta) = -13.98 / -13.99 eV
<S²> = 0.760
spin multiplicity = 2

Last column: natural (NBO) charge in e.
Atoms and positions in Å:
C (0.727, -0.733, -0.098)  0.1174
C (0.062, 0.394, -0.462)  0.0290
N (-0.533, 0.480, -1.699)  -0.5976
N (1.435, -0.825, 1.170)  -0.7504
H (0.960, -1.473, -0.846)  0.2232
H (-0.440, 0.949, 0.418)  0.2706
H (-1.210, 1.238, -1.719)  0.4297
H (0.069, 0.336, -2.526)  0.4413
H (2.035, 0.030, 1.231)  0.4185
H (2.110, -1.581, 1.076)  0.4140
H (2.931, -2.306, -2.413)  0.4602
H (3.812, -1.862, -3.636)  0.4906
O (2.917, -2.016, -3.324)  -0.9488
H (-1.330, -0.498, 2.818)  0.4906
H (0.028, 0.051, 2.223)  0.4619
O (-0.800, 0.292, 2.659)  -0.9511
H (-2.852, 2.318, 1.242)  0.4597
H (-3.848, 2.646, 2.432)  0.4861
O (-3.763, 2.316, 1.536)  -0.9448

b | Formula: C2H12N2O3
Source: the Open Molecules 2025 dataset
Level of theory: ωB97M-V with the def2-TZVPD basis set

Values from the calculation:
charge = +1
HOMO-LUMO gap (alpha / beta) = 9.2 / 4.8 eV
LUMO (alpha / beta) = -4.587 / -8.981 eV
highest occupied orbital energy (alpha / beta) = -13.77 / -13.77 eV
<S²> = 0.788
spin multiplicity = 2

Last column: natural (NBO) charge in e.
Atoms and positions in Å:
C (0.900, -2.497, -1.606)  -0.4795
N (0.166, -1.325, -1.262)  -0.2237
C (-1.111, -1.334, -0.850)  0.2407
N (-1.616, -0.246, -0.330)  -0.4326
H (0.243, -3.367, -1.660)  0.2470
H (1.370, -2.481, -2.584)  0.2786
H (1.610, -2.801, -0.819)  0.3021
H (0.430, -0.347, -1.452)  0.4657
H (-1.626, -2.290, -0.954)  0.2195
H (-2.586, -0.433, -0.060)  0.3901
H (0.897, 3.606, 1.912)  0.4784
H (0.652, 2.334, 1.068)  0.4853
O (1.067, 2.681, 1.869)  -0.9731
H (-0.272, -0.535, 1.857)  0.4501
H (0.831, 0.349, 2.561)  0.5098
O (0.617, -0.521, 2.199)  -0.9561
H (-0.928, 1.497, -0.461)  0.4812
H (-0.710, 2.912, -1.093)  0.4943
O (-0.285, 2.191, -0.648)  -0.9778

Which of them is the least stable? Correct choice: b.

a | Formula: C4H7FS
Source: the Open Molecules 2025 dataset
Level of theory: ωB97M-V with the def2-TZVPD basis set

Values from the calculation:
charge = 0
HOMO-LUMO gap = 9.2 eV
LUMO = 0.473 eV
highest occupied orbital energy = -8.74 eV

Last column: natural (NBO) charge in e.
Atoms and positions in Å:
C (1.754, 1.247, 0.037)  -0.7922
C (-0.131, -0.539, 0.380)  -0.4146
C (-1.249, -1.487, 0.077)  -0.4724
C (-1.222, 0.023, -0.395)  0.1637
H (2.500, 1.161, 1.264)  0.2591
H (2.541, 1.325, -1.170)  0.2631
H (0.665, 1.816, 0.054)  0.2653
H (0.016, -0.137, 1.467)  0.2457
H (-1.074, -2.266, -0.759)  0.2427
H (-2.159, -1.456, 0.767)  0.2478
H (-1.069, 0.048, -1.557)  0.1814
F (-2.194, 0.978, -0.015)  -0.3501
S (1.623, -0.713, -0.149)  0.1606

b | Formula: C4H7FS
Source: the Open Molecules 2025 dataset
Level of theory: ωB97M-V with the def2-TZVPD basis set

Values from the calculation:
charge = 0
HOMO-LUMO gap = 8.6 eV
LUMO = -0.581 eV
highest occupied orbital energy = -9.13 eV

Last column: natural (NBO) charge in e.
Atoms and positions in Å:
C (-0.319, 0.253, 1.282)  -0.5671
C (-0.084, -0.402, 0.011)  0.0386
C (-0.510, 0.693, -0.960)  -0.6357
C (1.291, -0.951, -0.203)  -0.3045
H (0.609, -0.152, 2.244)  0.2512
H (-1.847, -0.396, 1.313)  0.2537
H (-0.339, 1.878, 0.847)  0.2428
H (0.546, 1.069, -1.156)  0.2413
H (-1.042, 0.214, -2.026)  0.2149
H (-1.431, 1.386, -0.630)  0.2499
H (1.423, -2.061, -0.565)  0.2361
F (-0.937, -1.377, -0.139)  -0.3428
S (2.640, -0.157, -0.018)  0.1218

c | Formula: C4H7FS
Source: the Open Molecules 2025 dataset
Level of theory: ωB97M-V with the def2-TZVPD basis set

Values from the calculation:
charge = 0
HOMO-LUMO gap = 9.8 eV
LUMO = 0.824 eV
highest occupied orbital energy = -8.93 eV

Last column: natural (NBO) charge in e.
Atoms and positions in Å:
C (-0.937, -1.338, -0.671)  -0.6396
C (-0.248, -0.468, 0.301)  0.3533
C (1.214, -0.116, 0.295)  -0.4623
C (0.241, 0.952, -0.027)  -0.4004
H (-1.222, -2.300, -0.230)  0.2362
H (-0.285, -1.478, -1.563)  0.2155
H (-1.811, -0.796, -1.028)  0.2203
H (1.677, -0.093, 1.274)  0.2383
H (1.841, -0.535, -0.472)  0.2208
H (0.142, 1.310, -1.107)  0.2391
H (0.327, 3.294, 0.503)  0.1255
F (-0.833, -0.656, 1.539)  -0.3500
S (-0.105, 2.224, 1.185)  0.0034

Which of them is the least stable? Correct choice: b.

a | Formula: C2H3FO3S
Source: the Open Molecules 2025 dataset
Level of theory: ωB97M-V with the def2-TZVPD basis set

Values from the calculation:
charge = 0
HOMO-LUMO gap = 9.6 eV
LUMO = -0.084 eV
highest occupied orbital energy = -9.65 eV

Last column: natural (NBO) charge in e.
Atoms and positions in Å:
C (-1.655, 0.945, -1.257)  -0.8492
C (0.836, -0.311, 0.675)  0.7311
O (-2.285, 0.828, 1.315)  -0.8475
O (-2.208, -1.292, -0.020)  -0.8752
O (0.448, 0.553, 0.001)  -0.5250
F (0.132, -0.626, 1.742)  -0.3342
S (-2.197, 0.165, 0.079)  2.0824
H (-2.127, 1.969, -1.205)  0.2434
H (-1.778, 0.441, -2.216)  0.2518
H (1.594, -1.017, 0.641)  0.1224

b | Formula: C2H3FO3S
Source: the Open Molecules 2025 dataset
Level of theory: ωB97M-V with the def2-TZVPD basis set

Values from the calculation:
charge = 0
HOMO-LUMO gap = 8.7 eV
LUMO = -1.023 eV
highest occupied orbital energy = -9.70 eV

Last column: natural (NBO) charge in e.
Atoms and positions in Å:
C (1.052, 0.011, 0.218)  0.1761
C (2.342, 0.242, -0.215)  -0.4885
O (-0.250, 0.392, -0.367)  -0.7377
O (-2.748, 1.272, -0.181)  -0.8100
O (-2.183, -0.674, 1.265)  -0.8546
F (-2.497, -1.021, -1.034)  -0.4332
S (-2.125, 0.024, 0.058)  2.5358
H (0.836, -0.639, 0.971)  0.1630
H (2.970, -0.376, 0.385)  0.2261
H (2.602, 0.769, -1.101)  0.2230

Which of them is the least stable? Correct choice: b.

a | Formula: C3H16N2O3
Source: the Open Molecules 2025 dataset
Level of theory: ωB97M-V with the def2-TZVPD basis set

Values from the calculation:
charge = 0
HOMO-LUMO gap = 9.5 eV
LUMO = 0.385 eV
highest occupied orbital energy = -9.14 eV

Last column: natural (NBO) charge in e.
Atoms and positions in Å:
C (0.372, 1.663, 2.079)  -0.6288
C (-0.672, 0.818, 1.237)  -0.2252
N (0.134, -0.097, 0.435)  -0.6974
C (-0.341, -1.445, 0.387)  -0.0359
N (0.788, -2.152, -0.334)  -0.8662
H (-0.098, 2.551, 2.631)  0.2132
H (1.071, 2.311, 1.403)  0.2064
H (0.991, 1.162, 2.755)  0.2087
H (-1.368, 0.238, 2.044)  0.1710
H (-1.331, 1.526, 0.641)  0.2020
H (1.177, -0.109, 0.627)  0.3919
H (-1.211, -1.545, -0.275)  0.1767
H (-0.464, -1.887, 1.422)  0.1631
H (1.121, -1.676, -1.158)  0.3626
H (1.685, -2.208, 0.258)  0.3641
H (-3.040, 2.287, -4.424)  0.4866
H (-2.292, 1.959, -5.902)  0.4808
O (-3.110, 2.359, -5.460)  -0.9672
H (4.188, -1.948, 2.314)  0.4838
H (2.705, -2.370, 2.647)  0.4763
O (3.226, -1.776, 2.090)  -0.9566
H (-0.551, 0.328, -1.442)  0.4785
H (-1.833, -0.257, -1.862)  0.4551
O (-1.147, 0.268, -2.112)  -0.9434

b | Formula: C3H16N2O3
Source: the Open Molecules 2025 dataset
Level of theory: ωB97M-V with the def2-TZVPD basis set

Values from the calculation:
charge = 0
HOMO-LUMO gap = 9.7 eV
LUMO = 0.612 eV
highest occupied orbital energy = -9.06 eV

Last column: natural (NBO) charge in e.
Atoms and positions in Å:
N (-1.407, -0.391, 2.611)  -0.8308
C (-0.418, -0.068, 1.544)  -0.2295
C (-1.079, 0.114, 0.186)  -0.2380
N (-0.032, 0.380, -0.810)  -0.6545
C (-0.448, 1.181, -1.955)  -0.4143
H (-1.928, -1.230, 2.407)  0.3476
H (-2.080, 0.375, 2.691)  0.3456
H (-0.045, 0.904, 1.852)  0.1908
H (0.253, -0.919, 1.645)  0.2066
H (-1.769, -0.656, -0.162)  0.1588
H (-1.729, 0.995, 0.197)  0.1874
H (0.505, -0.422, -1.103)  0.3684
H (0.395, 1.364, -2.613)  0.2062
H (-1.296, 0.796, -2.550)  0.1591
H (-0.886, 2.097, -1.546)  0.1920
H (3.971, -1.525, -0.085)  0.4663
H (3.382, -0.685, 0.960)  0.4811
O (3.153, -1.117, 0.136)  -0.9487
H (2.888, 1.328, -0.017)  0.4752
H (2.041, 1.334, 1.148)  0.4675
O (2.918, 1.628, 0.883)  -0.9425
H (-1.537, -1.377, -2.158)  0.4784
H (-2.548, -2.141, -1.183)  0.4719
O (-2.302, -1.966, -2.076)  -0.9447

Which of them is the least stable? Correct choice: a.